# 1
# C23H31N9OPdSTe

A molecular structure, C23H31N9OPdSTe (ωB97M-V/def2-TZVPD, the OMol25 dataset).

```
67
Properties=species:S:1:pos:R:3:forces:R:3:lowdin_charge:R:1
Te 0.691 -2.688 -2.702 -0.03 -0.06 -0.12 1.00
Pd 0.403 -0.944 -0.909 0.18 0.07 0.26 0.52
S -2.622 -2.288 -3.005 0.11 -0.04 -0.06 0.89
O 2.255 -1.659 0.039 -0.44 0.26 -0.07 -0.30
N -0.433 3.427 -0.938 0.24 0.07 0.20 -0.15
N 5.657 -4.255 -1.676 -0.07 0.01 0.06 0.14
N 3.048 -2.274 -0.757 0.05 -0.18 0.00 -0.12
N -0.097 -0.432 1.357 0.15 -0.08 -0.39 0.10
N 4.094 -3.191 2.396 0.04 -0.01 -0.07 0.15
N 0.604 1.325 -0.624 0.01 -0.36 -0.16 0.06
N -1.340 -0.280 3.376 0.10 0.02 0.01 -0.17
N 0.490 2.291 -2.728 -0.16 -0.11 -0.09 -0.14
N -1.341 -2.227 2.146 -0.11 0.09 -0.19 -0.15
C 4.897 -3.700 -1.014 0.02 0.05 -0.05 -0.19
C 1.412 1.333 -3.311 0.06 0.14 -0.04 -0.06
C 0.807 0.600 1.669 -0.04 0.05 0.16 -0.25
C 3.966 -3.000 -0.181 0.27 -0.06 0.05 -0.32
C 1.504 0.661 2.874 0.01 -0.07 0.04 -0.03
C -1.340 -0.928 4.676 -0.04 0.06 -0.03 -0.06
C -0.396 2.935 -3.684 0.00 0.00 -0.02 -0.05
C 1.106 1.536 0.669 0.01 0.15 0.04 -0.26
C -3.561 -2.968 -4.266 -0.04 0.07 0.08 -0.43
C 2.020 2.555 0.937 0.00 -0.02 0.00 -0.03
C 2.426 1.665 3.124 -0.02 0.02 -0.02 -0.08
C -2.738 -2.532 2.428 0.05 -0.01 0.01 -0.05
C -0.725 -3.138 1.198 0.06 -0.04 0.20 -0.07
C -2.787 -3.668 -5.140 0.02 -0.02 -0.03 -0.20
C -1.159 -2.942 -3.639 -0.13 0.11 0.10 -1.04
C -0.882 -0.942 2.253 -0.15 -0.08 0.27 -0.37
C 0.030 4.766 -1.271 -0.03 -0.05 -0.02 -0.06
C 0.251 2.315 -1.393 -0.13 0.17 0.09 -0.38
C -1.525 1.154 3.406 -0.03 -0.07 -0.05 -0.05
C -1.412 -3.654 -4.780 0.04 0.00 -0.03 -0.26
C 4.066 -3.110 1.249 -0.12 0.06 -0.01 -0.19
C -1.174 3.344 0.307 0.01 0.00 -0.10 -0.05
C 2.669 2.631 2.159 0.00 0.01 -0.03 -0.09
H 2.972 1.674 4.058 -0.02 0.00 0.00 0.10
H -1.267 3.344 -3.180 0.02 0.01 0.03 0.09
H -0.813 5.411 -1.527 0.01 0.01 -0.02 0.09
H -3.180 -4.180 -6.007 0.01 0.02 0.03 0.10
H 1.985 1.827 -4.100 -0.03 0.01 -0.01 0.09
H 0.556 5.208 -0.418 0.00 -0.01 0.01 0.09
H -0.549 3.515 1.187 0.02 0.02 0.01 0.09
H -1.020 -1.962 4.579 -0.01 -0.01 -0.01 0.09
H -0.986 -4.158 1.483 0.01 0.00 0.04 0.09
H 0.355 -3.029 1.223 0.05 0.04 -0.06 0.07
H -2.422 1.374 3.992 0.00 0.01 -0.02 0.09
H -1.670 1.528 2.396 0.02 -0.01 0.01 0.07
H 0.875 0.488 -3.745 -0.01 -0.07 0.01 0.05
H -1.079 -2.966 0.179 -0.03 -0.01 -0.09 0.04
H -3.212 -1.712 2.956 0.02 0.03 0.01 0.08
H 0.716 4.733 -2.114 -0.02 -0.01 0.00 0.08
H -0.628 -4.144 -5.343 -0.06 -0.01 0.02 0.10
H 0.115 3.738 -4.221 0.00 0.00 -0.01 0.09
H -2.334 -0.903 5.132 0.00 -0.01 -0.01 0.09
H -0.647 -0.411 5.349 0.01 0.00 -0.02 0.09
H -0.679 1.685 3.852 0.04 -0.01 0.02 0.09
H -2.817 -3.435 3.036 0.01 -0.01 0.00 0.09
H 3.401 3.409 2.332 -0.03 0.00 0.01 0.10
H -4.630 -2.814 -4.292 0.06 -0.04 -0.03 0.06
H -3.279 -2.701 1.491 0.01 -0.01 0.00 0.09
H -1.962 4.098 0.285 -0.02 -0.02 -0.01 0.09
H 2.259 3.263 0.150 0.01 -0.03 -0.01 0.11
H 1.344 -0.116 3.612 -0.01 0.01 -0.02 0.12
H -0.734 2.200 -4.418 0.01 -0.03 0.01 0.09
H 2.094 0.959 -2.557 0.04 -0.03 0.10 0.08
H -1.631 2.358 0.387 0.01 0.00 -0.01 0.08
```
Forces are in eV/Å.

Results
Spin multiplicity: 3
Kohn-Sham gap (spin up / spin down), eV: 7.90 / 6.11
HOMO energy (spin up / spin down), eV: -7.709 / -7.750
Calculated total energy, eV: -61416.7025
⟨S²⟩: 2.0170
E_LUMO (spin up / spin down), eV: 0.2 / -1.6

# 2
# C6H7I

A single C6H7I molecule (ωB97M-V/def2-TZVPD, the OMol25 dataset).

```
14
Properties=species:S:1:pos:R:3:forces:R:3:lowdin_charge:R:1
I 3.907 0.266 0.061 -0.02 0.00 -0.12 0.76
C -0.365 -1.094 0.253 1.24 -2.60 -1.81 -0.24
C -1.243 -0.187 -0.537 -3.25 0.55 -0.93 -0.25
C -1.237 1.289 -0.265 -0.45 -0.93 0.03 -0.15
C 2.012 -0.300 0.746 0.58 -0.09 1.52 -0.65
C 1.070 -0.751 -0.060 1.02 0.93 -0.62 -0.28
C -1.463 2.462 -0.126 0.07 0.92 0.75 0.09
H -0.976 -0.296 -1.626 -0.48 -0.03 0.97 0.12
H 2.033 -0.220 1.850 -0.59 -0.14 -0.84 0.04
H -1.639 3.506 0.179 0.27 -1.23 -0.59 0.04
H -0.490 -2.138 -0.233 -0.04 1.43 0.63 0.14
H -0.665 -1.300 1.266 0.32 0.67 0.64 0.11
H -2.385 -0.577 -0.378 2.59 1.08 -0.64 0.17
H 1.442 -0.662 -1.130 -1.28 -0.57 1.00 0.10
```
Forces are in eV/Å.

Results
Kohn-Sham gap, eV: 9.56
SMILES string: C#CCC/C=C/I
HOMO energy, eV: -8.954
Calculated total energy, eV: -14432.7672
ΔE to the lowest compared entry with this formula, charge and spin, kcal/mol: 44.9
E_LUMO, eV: 0.6

# 3
# C5H10N2O

2 unconnected molecules or ions with the total composition C5H10N2O (ωB97M-V/def2-TZVPD, the OMol25 dataset).

```
18
Properties=species:S:1:pos:R:3:forces:R:3:lowdin_charge:R:1
O -2.880 0.421 1.135 0.51 -2.84 0.34 -0.10
N 0.819 -1.242 0.301 0.12 -0.34 0.62 0.05
N 0.012 0.099 -1.220 -0.14 0.64 -1.15 -0.01
C -0.304 -0.918 -0.319 0.87 1.61 -0.17 -0.20
C 3.282 -0.609 0.326 -0.62 -3.51 4.03 -0.07
C -3.178 1.642 0.686 6.85 4.00 0.20 -0.22
C 1.903 -0.490 -0.157 -2.50 0.90 -2.52 -0.36
C 1.439 0.378 -1.172 -2.88 -2.39 1.65 -0.03
H -3.900 1.775 0.027 -4.14 0.12 -2.47 0.01
H -3.240 0.144 1.974 -0.37 0.44 0.21 0.10
H -0.663 0.567 -1.904 1.50 -1.08 1.57 0.16
H -3.077 2.482 1.418 -0.62 -0.76 -0.22 0.09
H -1.391 -1.226 -0.050 2.39 0.52 -0.69 0.14
H 1.820 1.034 -1.921 0.49 0.29 0.05 0.09
H 3.475 0.044 1.157 0.00 0.69 0.33 0.06
H 3.501 -1.672 0.871 -0.88 2.19 -1.49 0.13
H 4.055 -0.512 -0.333 1.70 0.49 -2.24 0.03
H -2.201 1.986 -0.075 -2.26 -0.98 1.93 0.14
```
Forces are in eV/Å.

Results
Kohn-Sham gap, eV: 9.10
SMILES string: Cc1c[nH]cn1.CO
HOMO energy, eV: -8.322
Calculated total energy, eV: -10372.4603
ΔE to the lowest compared entry with this formula, charge and spin, kcal/mol: 65.6
E_LUMO, eV: 0.8

# 4
# C27H48CaF6O24P

A molecular structure, C27H48CaF6O24P (ωB97M-V/def2-TZVPD, the OMol25 dataset).

```
107
Properties=species:S:1:pos:R:3:forces:R:3:lowdin_charge:R:1
Ca -2.249 -8.752 -15.208 1.21 -1.36 -0.83 1.79
P 0.875 -11.853 -15.049 1.95 -2.25 -0.79 0.15
F 0.967 -10.620 -16.071 -0.41 0.44 -0.64 -0.18
F -0.349 -11.135 -14.260 -1.42 1.69 0.18 -0.22
F 2.038 -12.734 -15.798 -0.55 1.03 -0.08 -0.18
F -0.249 -12.560 -16.071 0.53 0.55 1.03 -0.21
F 1.995 -11.082 -14.162 -0.61 -0.17 0.04 -0.16
F 0.779 -13.006 -13.959 -0.44 -0.35 0.05 -0.14
O -2.289 -9.472 -18.609 0.19 -0.23 -2.07 0.02
O -0.078 -5.144 -19.058 0.75 -0.98 1.89 -0.03
O 6.907 -10.307 -16.008 0.58 0.18 0.63 0.05
O 2.012 -20.151 -14.015 1.13 4.83 -3.17 0.08
O -6.113 -16.979 -18.924 2.26 3.36 -1.77 -0.07
O 2.119 -17.824 -14.522 -0.79 -2.67 1.19 0.06
O 6.364 -11.758 -9.271 -3.79 -1.59 -2.05 0.10
O 1.731 -5.072 -17.722 0.88 0.00 0.44 0.01
O -5.446 -13.222 -14.825 -0.88 0.11 0.33 0.03
O -0.194 -4.465 -11.960 1.58 -2.35 -1.08 0.04
O -4.814 -15.096 -19.128 -1.48 -1.53 -0.29 -0.04
O 6.035 -8.169 -15.550 1.16 -3.49 -2.90 0.09
O 0.027 -6.493 -17.194 0.80 1.66 -1.33 0.04
O 1.729 -5.607 -11.613 0.57 -0.69 -0.79 0.11
O 0.026 -6.681 -12.529 -0.36 -0.53 -1.13 0.13
O 5.838 -9.262 -17.563 -1.29 1.63 -0.29 0.07
O 2.978 -19.378 -15.917 -0.31 0.40 0.32 0.11
O 4.493 -11.601 -10.734 1.07 -1.65 1.81 -0.05
O 5.662 -13.546 -10.515 -0.78 1.16 0.98 -0.02
O -4.104 -17.090 -20.046 0.60 0.08 -0.94 0.16
O -6.788 -11.735 -15.476 -0.63 2.44 -0.22 0.06
O -3.432 -9.536 -20.586 -0.79 0.22 0.46 0.02
O -4.547 -11.294 -15.564 -0.27 0.86 0.30 0.05
O -1.480 -10.402 -20.599 -0.31 1.59 0.28 0.01
C 3.273 -18.113 -16.476 1.12 0.95 -0.87 -0.33
C -6.335 -18.378 -18.879 -0.27 0.34 0.18 -0.06
C 2.469 -17.087 -15.620 1.30 0.44 -2.38 -0.14
C 6.786 -10.064 -19.512 0.48 0.08 -0.96 -0.03
C 5.485 -12.261 -9.998 3.16 1.12 -1.50 -0.44
C 0.572 -5.639 -17.913 -2.17 -0.44 -0.78 -0.53
C 0.550 -5.687 -12.144 -2.92 1.28 1.19 -0.54
C -2.368 -9.739 -19.830 0.30 -0.69 1.65 -0.55
C -4.664 -9.031 -20.000 -0.46 -0.21 -0.78 -0.02
C 1.882 -4.372 -10.982 0.17 0.93 1.65 -0.09
C 6.271 -9.124 -16.321 -0.64 0.52 2.52 -0.49
C 0.008 -2.641 -10.454 0.77 0.33 -0.20 -0.01
C 7.095 -11.171 -17.168 -0.51 1.45 -0.37 -0.06
C 0.573 -4.314 -20.043 1.00 -0.14 -0.12 -0.04
C 6.173 -10.484 -18.179 0.97 -0.30 -0.98 -0.31
C -0.111 -10.534 -20.185 0.40 -0.31 1.31 -0.02
C -7.149 -10.331 -15.548 -1.83 0.82 -0.23 -0.03
C 2.333 -19.188 -14.781 -1.51 -3.57 4.16 -0.45
C 0.744 -3.493 -11.515 0.17 0.46 0.69 -0.32
C 4.652 -14.198 -11.310 -0.58 0.64 -0.82 -0.06
C -4.188 -13.763 -14.500 1.88 0.21 -0.30 -0.03
C -3.531 -14.499 -19.206 1.12 -1.29 0.32 -0.06
C 2.543 -5.502 -16.600 0.12 -0.76 1.00 0.01
C -4.928 -16.422 -19.527 -1.80 -0.49 3.36 -0.48
C -5.520 -11.992 -15.309 1.48 -1.45 0.33 -0.62
C 2.989 -18.145 -17.959 -0.05 0.44 0.58 -0.02
C 4.554 -10.223 -10.964 -1.18 1.54 -1.31 -0.08
H -4.632 -7.948 -19.884 0.26 -0.17 0.36 0.10
H -8.235 -10.292 -15.458 -0.02 -0.57 0.29 0.10
H 0.626 -1.838 -10.052 0.31 -0.02 -0.18 0.09
H -5.620 -18.976 -19.443 0.13 0.15 0.27 0.09
H -3.671 -14.001 -15.429 0.08 -0.21 0.09 0.10
H 0.505 -4.801 -21.016 -0.40 -0.10 0.14 0.09
H -3.124 -14.642 -20.208 -0.06 0.88 -0.07 0.10
H 7.094 -10.829 -20.224 -0.54 -0.62 0.28 0.08
H 0.147 -3.312 -20.107 -0.32 -0.24 0.33 0.10
H -3.519 -13.527 -18.713 -0.65 0.31 -0.92 0.09
H 5.312 -9.916 -11.684 0.82 -0.25 0.69 0.10
H 3.054 -16.208 -15.349 0.27 -0.23 0.25 0.13
H 6.732 -12.190 -17.029 0.36 0.18 0.70 0.13
H 1.193 -2.982 -12.367 -0.70 0.65 -0.15 0.15
H 6.143 -9.376 -20.061 -0.43 -0.23 0.14 0.08
H -7.342 -18.529 -19.270 0.08 -0.20 -0.03 0.09
H 1.686 -4.519 -9.920 0.42 -0.13 0.20 0.14
H -2.823 -15.024 -18.565 -0.02 -0.58 0.09 0.09
H 5.069 -15.030 -11.878 0.43 -0.44 1.11 0.09
H -6.821 -9.629 -14.782 0.71 -0.87 0.58 0.09
H 4.284 -13.640 -12.171 0.10 0.99 0.33 0.08
H 3.680 -9.993 -11.573 -0.44 -0.52 -0.09 0.08
H 3.314 -17.176 -18.338 -0.44 0.12 -0.29 0.09
H 7.714 -9.495 -19.456 0.10 0.11 0.94 0.09
H 0.613 -10.541 -20.999 -0.83 -0.44 -0.55 0.10
H 3.764 -14.427 -10.722 0.31 -0.41 0.11 0.10
H -0.272 -3.236 -9.585 -0.03 -0.32 -0.22 0.09
H -3.561 -13.043 -13.973 -0.11 0.24 -0.05 0.09
H -7.051 -9.743 -16.460 0.95 -0.97 -0.69 0.09
H 8.115 -11.132 -17.550 0.18 -0.12 0.59 0.13
H -5.064 -9.579 -19.148 0.94 0.08 0.49 0.09
H 2.342 -4.947 -15.684 -0.37 0.48 -0.35 0.09
H 1.668 -16.667 -16.230 -0.77 -0.37 0.32 0.13
H 5.323 -11.158 -18.283 -0.51 0.65 -0.28 0.15
H 2.917 -4.076 -11.154 -0.30 0.48 0.07 0.15
H 0.282 -9.728 -19.566 -0.73 0.23 0.29 0.09
H 3.614 -5.413 -16.787 -0.32 0.24 -0.69 0.10
H 3.581 -18.889 -18.492 -0.19 -0.17 0.23 0.09
H 1.916 -18.320 -18.048 0.04 0.10 -0.61 0.09
H 2.354 -6.538 -16.319 -0.16 -0.06 -0.48 0.09
H 1.642 -4.208 -19.863 -0.12 -0.01 0.31 0.09
H 4.380 -9.507 -10.161 0.86 -0.59 0.70 0.09
H -0.885 -2.140 -10.827 0.04 -0.30 -0.32 0.08
H -6.344 -18.518 -17.798 0.13 -0.99 -0.16 0.10
H -0.099 -11.449 -19.593 0.55 0.00 -0.13 0.10
H 4.337 -17.911 -16.354 0.18 -0.23 0.28 0.15
H -5.452 -9.239 -20.724 0.41 0.11 -0.50 0.10
H -4.211 -14.636 -13.848 -0.89 0.04 -0.32 0.11
```
Forces are in eV/Å.

Results
Kohn-Sham gap, eV: 5.29
HOMO energy, eV: -11.598
Calculated total energy, eV: -121944.7775
ΔE to the lowest compared entry with this formula, charge and spin, kcal/mol: 193.0
E_LUMO, eV: -6.3
Total charge: +1